# 1
Entry from the Open Molecules 2025 dataset: a 3-piece molecular cluster, C8H14IN3 overall (wB97M-V/def2-TZVPD).

```
26
Properties=species:S:1:pos:R:3:forces:R:3
C -1.59971 -0.54768 -0.33082 0.7 2.6 0.0
C -3.17609 -2.20386 -1.04431 1.3 1.3 -0.3
C -1.03744 -3.21695 -1.41350 -0.7 1.4 -0.7
C -0.54084 -0.84643 -1.31407 1.7 1.0 0.2
C 0.05146 0.20904 -2.28904 -3.3 -0.8 1.5
C 1.87691 -1.72406 0.56674 0.9 -3.3 0.0
C 1.18762 0.55895 1.23653 0.0 4.0 -0.8
C 1.04261 -0.65783 0.55115 -3.2 0.8 -1.2
N -2.70012 -1.17404 -0.40473 -0.8 0.0 0.7
N -2.44092 -3.23503 -1.38470 -0.1 -0.2 0.4
N -0.37168 -2.13747 -1.63176 -0.1 -1.9 1.2
I 2.85096 8.32243 5.35161 -1.0 0.4 1.1
H -1.51611 0.42305 0.29312 -0.1 -2.0 -0.6
H -4.16762 -2.15238 -1.40995 -1.2 -0.1 0.0
H -0.65901 -4.21892 -1.34119 0.9 -0.2 -0.3
H 0.42382 1.08459 -1.75454 -0.4 0.1 -0.5
H -0.78819 0.31803 -3.02870 0.5 0.9 0.8
H 0.72924 -0.28854 -2.87319 2.3 -1.0 -1.1
H 2.74818 -1.63208 1.22425 -0.2 -0.6 0.2
H 2.25785 -1.73699 -0.45517 0.4 0.2 -0.8
H 1.35764 -2.77634 0.45951 0.8 1.8 0.6
H 2.23759 0.90534 1.40567 -0.5 -0.7 0.3
H 0.72198 1.46475 0.64411 0.6 -1.6 0.8
H 0.60725 0.67719 2.17381 0.2 -0.7 -0.1
H -2.97747 -4.02044 -1.68747 0.1 -1.1 -0.3
H 1.78125 8.76867 6.58599 1.0 -0.4 -1.1
```
Positions in Å, forces in eV/Å.

Total charge: +2


# 2
Entry from the Open Molecules 2025 dataset: a 11-piece molecular cluster, C34H69F12N14O24S12 overall (wB97M-V/def2-TZVPD).

```
165
Properties=species:S:1:pos:R:3:forces:R:3
C -1.90821 -1.35053 -1.37547 0.1 0.5 1.3
C -0.36713 -1.51693 -1.26773 -0.5 0.8 -0.8
N 0.31627 -0.73271 -0.16829 0.2 -1.1 0.9
C 0.62594 0.63039 -0.23266 0.1 -1.1 1.3
C 1.22708 0.90138 0.97366 -0.2 2.2 -1.4
N 1.28721 -0.17600 1.75465 -0.6 -1.5 -1.5
C 0.75592 -1.21900 1.05564 -0.2 1.7 -0.8
C 2.01921 -0.23747 3.00593 -0.1 -2.7 0.8
H -2.30070 -1.17796 -0.37333 -0.1 -0.8 0.3
H -2.35622 -2.21564 -1.86432 0.1 0.1 0.2
H -2.30679 -0.44724 -1.83730 0.8 0.1 -0.7
H -0.01829 -1.16086 -2.23707 0.6 0.5 0.3
H -0.08435 -2.56922 -1.29619 0.1 0.1 0.9
H 0.34101 1.26369 -1.05979 0.0 -0.2 0.1
H 1.59157 1.84852 1.34309 -0.1 -0.1 -0.1
H 0.73834 -2.22875 1.43839 -0.2 0.0 -0.3
H 1.47968 0.10405 3.88932 0.2 0.9 -0.5
H 3.08328 -0.02436 2.90377 -0.3 0.6 0.0
H 2.00630 -1.31373 3.17795 0.4 -0.2 0.4
C 4.12695 -1.33813 -9.82193 1.4 0.9 0.1
C 4.91708 -0.72450 -8.55819 -0.9 -1.7 -1.1
N 3.95024 -0.26879 -7.57583 -2.3 -0.7 0.2
C 2.80978 0.48930 -7.84877 -0.4 0.7 3.3
C 2.20953 0.68733 -6.57364 0.8 0.0 -1.8
N 2.85204 -0.06972 -5.62836 1.7 -0.3 -4.2
C 3.88244 -0.71285 -6.32666 -0.5 1.6 2.0
C 2.48094 -0.12495 -4.24924 0.9 -1.2 1.3
H 3.61780 -0.59343 -10.43371 -0.1 0.0 0.3
H 3.45097 -2.15904 -9.58261 -0.2 0.4 0.7
H 4.82467 -1.83805 -10.49376 0.4 0.3 0.1
H 5.65477 0.07676 -8.60170 -0.2 0.0 -1.2
H 5.45398 -1.59374 -8.17838 -0.1 0.2 0.5
H 2.48800 0.88482 -8.80083 0.5 -0.1 0.1
H 1.49161 1.42458 -6.24582 -0.5 -0.3 -0.3
H 4.69408 -1.27673 -5.89115 -0.3 -0.2 0.2
H 3.27664 -0.72188 -3.80356 -0.1 0.1 0.5
H 1.55705 -0.68697 -4.11267 -0.1 0.5 -0.1
H 2.48176 0.85444 -3.77081 -0.3 0.0 -0.3
C -4.25059 -4.07119 -2.36772 -3.0 0.7 -0.8
C -5.14244 -5.35079 -2.28438 1.7 -0.4 0.7
N -6.36766 -5.46558 -3.11923 -0.3 -0.2 -0.6
C -7.66967 -5.09957 -2.73463 0.6 0.0 -2.2
C -8.43300 -5.19658 -3.90697 0.9 -0.9 1.1
N -7.64725 -5.79416 -4.85917 1.0 0.4 0.3
C -6.37795 -5.93960 -4.39652 -1.7 0.9 1.1
C -8.20071 -6.30519 -6.14923 0.4 0.0 1.7
H -3.24967 -4.11303 -1.93817 -0.2 -0.6 -0.4
H -4.78835 -3.24002 -1.91156 0.2 0.0 0.4
H -4.39110 -3.77022 -3.40588 1.2 0.2 -0.3
H -5.37760 -5.53607 -1.23630 -0.4 -0.3 -0.2
H -4.46146 -6.12984 -2.62710 -0.4 -0.5 0.1
H -7.84126 -4.87582 -1.69209 -0.3 0.4 -0.3
H -9.44325 -5.07579 -4.26919 -0.1 0.4 1.0
H -5.56331 -6.43489 -4.90393 0.0 0.3 0.0
H -7.94383 -7.35919 -6.04346 0.4 0.0 -1.4
H -7.84066 -5.64962 -6.94213 0.1 -0.7 -0.2
H -9.28936 -6.31249 -6.09549 0.1 0.5 0.1
C 7.49387 6.26472 4.40302 1.0 -0.8 -0.6
C 6.79236 5.39870 3.29000 -0.4 1.2 0.0
C 6.98270 3.88719 3.26750 -0.8 -2.1 -0.1
N 6.24203 3.06900 2.09665 -2.3 -1.3 0.6
C 4.74750 3.52909 2.05234 1.2 0.8 0.7
C 7.00924 3.02297 0.78743 -0.8 0.8 0.7
C 7.83849 1.70233 0.79848 0.6 1.2 0.2
C 7.29452 0.88160 1.95681 1.9 -0.9 -0.2
C 6.05052 1.52540 2.34685 -0.7 -0.1 0.9
H 6.85243 7.07049 4.75995 0.0 -0.2 -0.1
H 8.39732 6.70168 3.97764 -0.1 0.3 -0.2
H 7.92658 5.73067 5.24898 -0.7 -0.4 0.1
H 7.00710 5.90866 2.35089 0.6 -0.4 -0.4
H 5.74446 5.68777 3.37027 -0.3 -0.8 0.3
H 6.57480 3.41237 4.15983 -0.4 0.3 0.1
H 7.97064 3.42684 3.27980 0.4 0.8 -0.4
H 4.65337 4.55299 1.69060 0.2 -0.1 0.0
H 4.49404 3.50901 3.11227 -0.5 0.0 -0.2
H 4.06185 2.88670 1.49977 0.6 -0.2 -0.1
H 6.24678 3.11321 0.01373 0.2 -0.3 -0.2
H 7.48437 4.00106 0.86290 0.9 -0.3 -0.8
H 7.82244 1.11162 -0.11743 -0.2 0.5 -0.2
H 8.87032 1.96274 1.03429 0.1 -0.1 -0.4
H 7.17598 -0.15175 1.63090 -0.5 0.0 0.3
H 8.01018 0.82948 2.77731 0.0 0.2 0.1
H 5.27835 1.14911 1.67582 -0.3 0.7 -0.1
H 5.75572 1.20625 3.34652 -0.1 0.8 0.3
C -4.16313 4.37955 1.53096 0.0 -0.4 -0.1
C -4.92079 2.98516 1.52666 0.2 0.5 1.2
C -4.74774 2.17205 2.81492 -0.4 -0.6 1.3
N -5.30524 0.59914 2.78994 0.7 -1.5 -1.4
C -5.75997 0.01923 4.11879 0.3 2.2 0.3
C -4.17553 -0.35945 2.27987 1.7 1.7 -0.4
C -4.80483 -1.25512 1.25456 -0.4 -1.6 0.9
C -5.86119 -0.41045 0.57840 0.7 -1.3 -0.1
C -6.42918 0.30693 1.78863 -0.6 1.7 -1.9
H -4.56476 5.04178 0.76398 0.0 -0.6 -0.5
H -3.09334 4.26435 1.35666 -0.1 -0.2 -0.1
H -4.23874 5.05363 2.38419 -0.3 -0.8 0.8
H -4.58900 2.38538 0.67914 -0.3 0.3 -0.3
H -5.98633 3.20952 1.57553 -0.1 -0.1 -1.0
H -5.29157 2.65450 3.62707 -0.6 -0.2 -0.1
H -3.74986 2.20662 3.25211 0.3 -0.9 -0.6
H -6.59575 0.68208 4.34288 0.0 -0.2 0.8
H -4.91324 0.14437 4.79368 -0.3 0.1 0.2
H -6.09146 -1.01661 4.19124 0.4 0.0 -1.0
H -3.59916 -0.76475 3.11152 -0.8 -0.6 0.2
H -3.38227 0.24616 1.84161 -0.3 0.6 -0.4
H -5.26162 -2.02613 1.87503 -0.5 -0.4 -0.1
H -4.16945 -1.83548 0.58555 0.5 0.6 0.1
H -6.61493 -1.03887 0.10400 -0.2 0.0 0.2
H -5.41484 0.09820 -0.27608 -0.1 1.0 0.4
H -7.25899 -0.29735 2.15519 0.5 0.0 0.8
H -6.90006 1.19943 1.37656 0.1 0.5 0.8
N 0.36333 3.55124 2.38200 -5.7 -3.1 0.6
S 1.16239 4.10879 3.50371 4.9 7.5 2.1
O 2.09690 3.19726 4.01321 1.9 -1.3 1.0
O 0.68903 5.15486 4.41354 -0.2 -2.1 -1.2
F 1.98312 5.05282 2.44235 0.8 0.0 0.2
S -0.71541 2.76920 3.51110 -3.5 -3.6 -1.0
O -1.81747 3.58605 3.98606 1.8 -0.3 -0.1
O -0.25224 1.63146 4.33530 -0.3 3.1 -1.6
F -1.49301 1.96878 2.34533 0.3 -0.1 -0.3
N -4.83400 -0.42171 -5.65797 -3.9 -2.4 -1.5
S -4.84988 -0.07343 -4.18556 4.1 3.0 6.2
O -5.17860 -1.10734 -3.17770 0.2 1.3 -1.9
O -5.22455 1.28385 -3.91908 -0.7 -1.0 0.3
F -3.23258 0.07030 -4.11577 -0.4 -0.7 0.3
S -6.48526 -0.76724 -5.73437 -0.9 -1.1 -4.5
O -7.40233 0.30947 -5.44116 1.1 -1.3 -0.1
O -6.95947 -2.13884 -5.45573 1.3 2.1 -0.3
F -6.32168 -0.74836 -7.40506 -1.0 -0.3 1.4
N -1.06079 3.33722 -2.24358 5.6 -1.3 -3.2
S -2.46701 3.04823 -2.52751 -14.7 1.3 4.8
O -3.15203 1.91642 -1.82964 2.6 0.8 -2.2
O -3.17393 3.63271 -3.65845 2.0 -1.8 -0.6
F -3.03574 4.15426 -1.48088 0.5 0.8 0.9
S -0.60887 2.48362 -3.64374 5.2 -1.4 1.3
O -0.73515 3.01156 -4.94860 -0.8 0.3 -0.3
O -0.55520 1.05752 -3.41649 -1.4 0.3 -0.5
F 0.93350 2.73834 -3.36006 1.3 0.8 0.0
N -2.28293 -2.69596 5.17604 4.1 2.2 -2.3
S -1.39412 -2.85457 3.77595 5.4 3.1 -0.9
O -1.88825 -2.56822 2.40938 -0.6 -1.1 2.7
O -0.18167 -3.65689 3.84540 -2.5 -0.6 0.0
F -0.69910 -1.47016 4.13322 -0.1 1.0 -0.5
S -3.36082 -3.65219 4.90875 -6.3 -6.5 0.0
O -2.96851 -5.06092 4.76026 -0.4 2.0 -0.8
O -4.45606 -3.17033 4.05666 1.1 -0.5 1.0
F -3.93677 -3.69679 6.36640 -0.8 0.5 0.5
N 5.15999 1.35075 7.24597 5.1 2.5 -2.8
S 6.82541 1.56368 6.81696 0.4 3.0 3.0
O 7.28969 1.40583 5.45609 -0.6 -0.7 0.5
O 7.69517 1.26603 7.95918 -1.4 0.2 -2.4
F 6.80707 3.23458 6.84416 -0.3 -1.1 0.2
S 4.96548 -0.05595 6.62209 -5.6 -4.6 0.4
O 6.03329 -1.01425 6.71762 0.5 1.0 -1.1
O 3.90765 -0.25246 5.58495 3.1 1.2 1.8
F 4.16468 -0.42169 7.96778 -1.1 -1.2 0.0
N 3.61693 -3.55977 2.61309 -3.4 -0.3 -5.8
S 3.91253 -3.43775 0.96832 -2.6 -1.7 -5.3
O 4.70929 -4.50742 0.30066 -1.2 2.7 2.2
O 3.85009 -2.14677 0.26849 1.2 -0.9 1.8
F 2.44771 -3.86786 0.63892 -1.5 -1.0 -0.3
S 5.01704 -3.25384 2.91744 7.8 3.2 11.5
O 5.51271 -1.87671 2.84243 -0.1 -1.2 -2.7
O 5.95973 -4.33421 3.01256 -0.2 0.4 -1.6
F 4.65371 -3.07300 4.51544 0.0 -0.9 -0.1
```
Positions in Å, forces in eV/Å.

Total charge: -1


# 3
Entry from the Open Molecules 2025 dataset: C3H3N2O3 as an isolated structure (wB97M-V/def2-TZVPD).

```
11
Properties=species:S:1:pos:R:3:forces:R:3
C 0.25177 -1.07346 0.52953 -1.9 0.0 -0.6
C -1.06701 -0.82629 0.06943 -0.4 -1.2 -1.1
C -1.11722 0.67363 0.00102 -1.1 4.7 -0.5
N 0.12366 1.13672 0.52019 -1.5 -0.4 -1.1
N 0.98577 0.05819 0.69544 1.7 0.4 0.2
O -1.99221 -1.58740 -0.32759 1.1 1.0 1.0
O -1.97186 1.53432 -0.37364 2.0 -3.0 0.9
O 2.11649 0.30764 -0.66856 -0.4 0.1 0.8
H 0.52738 -2.06965 0.80428 0.8 -0.1 0.2
H 0.49309 2.01278 0.10923 0.0 -1.2 0.5
H 1.65015 -0.16649 -1.35933 -0.3 -0.3 -0.2
```
Positions in Å, forces in eV/Å.

Total charge: -1


# 4
Entry from the Open Molecules 2025 dataset: one molecule with the formula C14H15N5 (wB97M-V/def2-TZVPD).

```
34
Properties=species:S:1:pos:R:3:forces:R:3
C 3.51339 -2.11067 1.21564 0.1 0.0 0.1
C 3.28268 -0.85914 0.67288 0.1 0.0 0.1
C 2.20704 -0.66024 -0.17604 0.0 0.0 0.0
C 1.34804 -1.70434 -0.49758 0.0 0.1 -0.1
C 1.59886 -2.96001 0.04411 0.0 0.0 0.0
C 2.67055 -3.16178 0.89433 0.0 -0.1 0.0
H 2.85123 -4.14320 1.30763 0.0 -0.1 0.0
H 0.94986 -3.78628 -0.20642 -0.1 -0.1 0.0
C 0.16468 -1.47510 -1.39557 -0.2 -0.1 0.0
H 0.16209 -0.43613 -1.73333 0.0 0.0 0.0
C -1.17475 -1.78694 -0.71175 0.1 0.2 0.1
C -1.28026 -1.19217 0.69913 -0.2 -0.3 -0.2
N -0.87666 0.19209 0.77161 0.3 0.2 0.1
C -1.62941 1.17444 0.21467 -0.1 0.3 0.0
N -2.86184 0.89154 -0.20308 0.5 -0.5 0.3
C -3.61136 1.86661 -0.70577 -0.3 0.2 -0.2
N -3.30573 3.13063 -0.87488 -0.2 0.5 -0.2
C -2.07662 3.44986 -0.46304 0.7 -1.1 0.5
N -1.46823 4.67192 -0.49991 -0.3 0.6 -0.2
C -0.29141 4.48842 0.01086 0.1 0.0 0.0
N -0.04705 3.20366 0.39272 0.3 -0.2 0.2
C -1.19198 2.50093 0.10132 -0.9 0.3 -0.5
H 0.78668 2.85636 0.83673 -0.1 0.1 0.0
H 0.43936 5.26535 0.12652 0.2 0.1 0.1
H -4.60107 1.56575 -1.02391 -0.1 0.0 0.0
H 0.11607 0.35419 0.84503 -0.1 0.0 0.0
H -2.31921 -1.24835 1.02934 0.1 -0.1 0.1
H -0.64819 -1.74992 1.39383 -0.1 0.1 0.0
H -1.98040 -1.37963 -1.32307 0.0 -0.1 0.0
H -1.31824 -2.86492 -0.63329 -0.1 -0.1 0.0
H 0.25444 -2.10562 -2.28376 0.0 0.1 -0.1
H 2.04501 0.31717 -0.61404 0.0 0.1 -0.1
H 3.94293 -0.03662 0.90862 0.1 0.1 0.0
H 4.34948 -2.26783 1.88044 0.1 0.0 0.1
```
Positions in Å, forces in eV/Å.

Total charge: 0
SMILES: c1ccc(CCCNc2ncnc3nc[nH]c23)cc1


The calculation returns the following energy values, one per record and in order: -21070.26972, -268992.54115, -12280.40447, -22212.88056 eV.